{"formula": "C48H64BrN7O11PS2SiY", "method": "ωB97M-V with the def2-TZVPD basis set", "elements": ["H", "H", "C", "C", "H", "H", "C", "H", "C", "C", "C", "H", "C", "C", "H", "H", "H", "H", "C", "O", "H", "H", "C", "Br", "H", "C", "H", "C", "H", "C", "C", "H", "H", "H", "C", "H", "O", "H", "O", "H", "H", "C", "C", "H", "H", "C", "H", "H", "H", "C", "H", "H", "O", "H", "H", "H", "H", "C", "H", "N", "C", "H", "O", "C", "H", "H", "S", "H", "C", "C", "O", "C", "C", "O", "C", "C", "H", "H", "C", "H", "P", "C", "H", "N", "C", "H", "H", "H", "C", "C", "H", "Si", "C", "C", "H", "H", "O", "H", "H", "C", "C", "C", "N", "N", "H", "C", "H", "O", "S", "H", "C", "Y", "N", "C", "C", "C", "H", "H", "H", "C", "H", "H", "C", "N", "H", "H", "O", "C", "H", "H", "C", "C", "H", "N", "H", "O"], "xyz": [[4.218153, 3.221353, -3.924628], [-2.760615, -1.155677, -5.014121], [-0.942597, 2.387783, -1.822096], [-5.244400, 2.598690, 1.537543], [5.122129, 3.245547, 2.330680], [-1.577724, -2.742140, -4.419047], [0.298744, 3.376140, -3.603692], [-3.009942, -0.647951, -6.666131], [-5.181561, -0.984352, 0.827928], [2.274476, 5.186088, 2.157653], [4.561065, 4.172078, 2.201856], [0.866703, -5.229228, -4.167876], [-4.091520, -1.847501, 0.835892], [-1.766996, 2.519010, -0.629002], [-4.553408, -3.875699, 2.478599], [4.884332, 4.896499, 2.950268], [0.719017, 4.237097, -4.105654], [-6.201537, -1.286214, 5.418597], [0.150355, -4.409358, -4.123129], [2.588910, 2.972230, 1.361051], [0.003026, -5.594409, 3.321875], [-3.156794, -3.493135, -0.168594], [-1.191976, -3.952508, 2.695888], [-6.434895, 2.971935, 4.085947], [-0.028917, -3.554067, -1.534241], [5.564829, -0.758270, 2.225773], [4.773715, 4.561344, 1.207244], [4.333383, 2.632067, -3.012357], [-6.929029, -2.259053, -1.775822], [-6.201634, -1.134350, -0.101622], [6.561832, 0.720361, 0.456484], [6.466285, 3.871238, -1.748537], [0.451215, -3.894063, -6.204226], [3.503219, 1.931506, -2.920739], [-3.554727, -4.235385, 2.683638], [-5.381209, -1.777241, 3.172464], [-0.218249, -1.611151, 2.922133], [1.841293, -3.361213, -3.279340], [2.000735, 0.019678, 3.347918], [5.671313, -1.672120, -0.409210], [4.008227, -1.573532, 0.208077], [-2.451982, -3.419280, 2.443783], [-2.954696, 1.915192, 1.170420], [-1.997019, -7.029621, 3.810435], [-4.375554, 2.274698, -0.393021], [0.791308, -3.155169, -3.490215], [-4.261393, -6.129903, 3.367922], [2.522874, 5.901892, 2.942730], [-0.868945, -5.053434, -5.913437], [-3.386993, -5.522462, 3.170954], [-7.052583, -0.464086, -0.077454], [-4.675782, -0.388174, 7.142334], [-0.115157, -2.717260, 0.789886], [-3.595568, 2.250488, 4.475158], [1.782731, -2.328633, -0.930162], [5.531880, 5.144539, -0.953127], [-1.448170, -0.558122, 4.343875], [4.851897, -0.995711, -0.160734], [4.628956, -1.168364, 2.600530], [-0.678417, 1.152251, -2.241730], [-1.800988, -2.298261, -6.377746], [6.342007, 1.313860, -0.429581], [4.440439, 2.745902, -0.615623], [3.066166, 3.893176, 2.349506], [1.122928, 1.931197, -4.966127], [0.779302, -2.325740, -4.205054], [0.136584, -2.865712, 2.249284], [3.291078, 2.342281, 3.821356], [-4.302409, -0.615141, 6.151898], [4.330346, 3.548271, -1.785163], [1.735655, -0.867189, 1.398806], [3.054506, 4.392066, -1.784687], [-1.007670, -5.237686, 3.169221], [-1.949752, -2.124360, -3.262124], [0.164290, -2.683013, -2.168350], [-6.133256, -2.141040, -1.050992], [-2.283761, -0.034894, 6.589454], [1.706798, 3.111448, 3.824129], [-2.739092, 1.893694, 2.542665], [3.106833, 3.975893, 4.511288], [-2.622005, -1.632901, 1.926411], [0.537732, 2.095781, -4.071630], [6.917138, 1.391833, 1.239805], [-1.328178, -3.064547, -5.437780], [-2.965520, -0.419172, 5.840704], [-5.241823, -0.195956, 1.563880], [-2.287637, 3.474435, -0.520461], [1.525835, -1.118562, -2.013157], [-0.377243, -4.151815, -5.534308], [-4.689196, -1.393843, 3.908043], [5.268377, 2.071050, -3.061732], [3.351274, 1.952647, 0.341819], [5.301954, -0.010828, 0.921127], [-5.160033, -1.109024, 5.180882], [3.005709, 5.000748, -0.881136], [-1.947288, -1.917110, -8.391723], [-1.536718, -1.284435, -1.260880], [-0.699731, 4.506936, -2.063484], [5.962187, -0.071427, 2.974812], [-3.762531, 2.247077, 3.408645], [-1.209981, -1.961832, -2.245531], [0.020025, 1.024911, -3.358899], [-2.589231, -1.274210, -6.007474], [-1.924557, 1.609443, 0.250574], [4.548541, -0.451337, -1.057479], [-5.006352, 2.575902, 2.900918], [-1.753862, 1.636277, 2.911590], [0.472197, 0.750469, 2.016016], [1.834567, 1.107118, -0.845167], [-4.972994, -3.774952, -1.817989], [-3.352862, -1.180188, 3.575177], [-0.116088, -0.444793, 0.392844], [1.425231, -0.040494, 2.292461], [-2.493832, -0.703620, 4.568173], [-4.209168, 2.285686, 0.676665], [-2.117975, -6.026189, 3.424404], [5.567531, 5.053796, -2.724164], [2.188253, 3.732853, -1.804030], [6.276787, -1.569232, 2.063934], [5.552690, 4.464305, -1.805871], [0.177316, 0.006584, -3.704885], [1.205762, 4.970718, 2.194315], [-4.021056, -2.839316, -0.144819], [1.067319, -1.807376, -1.424202], [3.038849, 5.049227, -2.656819], [2.507281, 5.631513, 1.189745], [1.391523, -3.460147, 2.598318], [-0.479618, 3.528403, -2.470358], [-6.226149, 2.842552, 1.155913], [-0.682357, -4.749133, -3.502681], [-5.035655, -2.991337, -1.073287], [2.777103, 3.296554, 3.723201], [7.345490, -0.002567, 0.224186], [-1.528859, -2.488712, -7.682330], [-0.949241, -3.253475, -7.974260], [4.278450, 0.946099, 1.214230]], "forces_ev_per_a": [[0.0366, -0.0164, -0.0469], [0.0095, 0.0580, -0.0546], [0.4199, 0.0362, -0.3697], [0.0151, 0.0170, 0.0202], [0.0696, 0.0304, 0.0272], [0.0913, 0.0020, -0.0066], [-0.0079, -0.0981, -0.0652], [0.0149, -0.0177, -0.0374], [0.0589, -0.0062, 0.0402], [0.0496, -0.1675, -0.0097], [-0.1463, -0.1720, -0.1127], [-0.0040, -0.0052, 0.0198], [0.0841, 0.0477, -0.0443], [-0.0454, 0.0791, 0.2545], [-0.0297, 0.0454, 0.0313], [0.0016, -0.0042, 0.0205], [-0.0267, 0.0101, -0.0169], [-0.0139, 0.0312, -0.0275], [-0.0152, 0.1919, -0.0544], [0.1014, 0.2588, 0.2059], [-0.0230, -0.0233, 0.0532], [-0.0336, -0.0471, -0.0439], [-0.0437, 0.3217, -0.2395], [0.0778, -0.0021, -0.0025], [0.0209, 0.0145, 0.0162], [-0.1101, 0.1558, -0.1156], [0.0607, 0.0598, 0.0154], [-0.0222, 0.0592, 0.2154], [-0.0073, -0.0187, 0.0079], [-0.0103, 0.0500, -0.0296], [-0.1396, -0.0033, 0.0367], [0.0110, -0.0037, -0.0158], [-0.0063, 0.0100, -0.0048], [-0.0160, -0.0428, -0.0717], [0.0891, 0.0472, -0.0736], [-0.0178, -0.0405, 0.0038], [0.0133, -0.5772, 0.0060], [0.0021, 0.0202, 0.0098], [-0.2092, -0.0362, -0.5733], [-0.0018, -0.0112, 0.0098], [-0.1500, -0.0746, -0.0203], [0.1371, -0.1562, -0.0783], [-0.4666, 0.2032, 0.3399], [0.0109, -0.0073, -0.0053], [-0.0463, -0.0395, 0.0000], [-0.1465, -0.1142, 0.0146], [0.0121, -0.0285, -0.0231], [-0.0183, 0.0296, 0.0014], [0.0802, 0.0078, -0.0861], [-0.0085, -0.0134, 0.0811], [0.0105, 0.0056, -0.0052], [0.0120, -0.0036, 0.0070], [0.3166, -0.2085, 0.0800], [0.0109, -0.0591, 0.0568], [0.0320, 0.0123, -0.0074], [0.0046, 0.0114, -0.0020], [0.0365, 0.0338, 0.0099], [-0.0596, 0.2917, 0.1222], [-0.0544, -0.0735, 0.0264], [-0.2115, 0.1788, -0.3025], [0.0282, -0.0930, 0.0206], [0.0551, -0.0201, -0.0085], [0.0583, 0.1657, -0.0966], [0.0001, 0.1135, 0.1556], [0.0216, -0.0406, 0.0161], [0.0368, 0.0192, -0.0108], [-0.2022, -1.3923, 0.8116], [0.0419, -0.0464, 0.0616], [-0.0159, 0.0233, -0.0088], [0.0021, 0.0958, -0.2189], [1.3637, -0.2736, 0.4820], [0.1041, -0.1650, 0.1840], [0.2234, 0.0431, 0.0177], [-0.1576, 0.1744, 0.3903], [0.0575, 0.1241, 0.0393], [-0.0346, 0.0152, -0.0342], [0.0171, -0.0352, -0.0067], [0.0011, -0.0095, 0.0437], [0.1625, 0.0228, -0.1836], [-0.0101, -0.0145, 0.0269], [-1.4234, -0.3090, 0.2817], [-0.0495, 0.1362, -0.0734], [0.0158, 0.0131, -0.0035], [-0.0006, -0.1096, -0.2215], [-0.0242, 0.0338, 0.0297], [-0.0357, 0.0909, 0.0408], [-0.0119, -0.0354, -0.0171], [0.1036, 0.0118, 0.0271], [-0.0622, -0.1255, -0.0917], [0.0055, 0.0881, -0.0465], [0.0089, -0.0030, -0.0194], [-0.4620, -0.0576, -0.8888], [0.1843, -0.0324, -0.0594], [-0.0393, -0.0264, 0.0420], [0.0040, 0.0401, -0.0099], [0.0167, 0.0276, 0.0028], [-0.2215, -0.2724, -0.1142], [-0.0141, 0.0160, -0.0234], [0.0200, -0.0208, 0.0093], [0.0330, -0.0642, 0.0368], [0.0249, -0.1335, 0.1223], [-0.1296, -0.1316, 0.0014], [-0.0404, -0.0365, 0.0924], [0.2770, 0.1277, -0.3201], [-0.0043, -0.0550, -0.0354], [-0.1346, -0.0026, 0.0527], [-0.0144, -0.0425, 0.0863], [0.0622, 1.4249, 1.4969], [0.7422, 0.5255, 0.0207], [0.0270, 0.0123, -0.0100], [0.0780, 0.1694, 0.0022], [-2.4646, -0.6697, -3.7626], [2.0993, 0.9493, 2.2942], [-0.0070, 0.0913, -0.1212], [0.1105, -0.1782, -0.0108], [-0.0288, 0.0088, -0.0363], [0.0270, 0.0193, -0.0065], [-0.0179, 0.0516, 0.0383], [0.0330, 0.0119, 0.0278], [-0.0674, -0.1173, 0.0653], [0.0929, 0.0062, 0.0045], [-0.0081, 0.0140, 0.0130], [-0.0196, 0.0504, 0.0592], [-0.1577, 0.0405, 0.0061], [-0.0011, 0.0130, -0.0132], [-0.0145, 0.0298, -0.0023], [-0.0781, -0.1353, -0.0716], [-0.1417, -0.0672, 0.1424], [0.0079, 0.0265, -0.0008], [-0.0197, -0.0346, -0.0217], [0.0202, -0.0248, -0.0339], [-0.0551, -0.0269, -0.2160], [0.0470, 0.0056, 0.0369], [0.0377, 0.0121, -0.0821], [-0.0246, -0.0317, 0.0383], [0.1433, -0.2593, 0.3741]], "lowdin_charge": [0.082, 0.108, -0.302, -0.135, 0.082, 0.047, -0.069, 0.114, -0.106, -0.027, -0.023, 0.114, -0.361, -0.066, 0.106, 0.090, 0.113, 0.103, -0.159, -0.147, 0.115, 0.113, -0.254, 0.729, 0.149, -0.020, 0.068, -0.038, 0.097, -0.080, -0.027, 0.085, 0.123, 0.036, -0.076, 0.090, -0.406, 0.118, 0.133, 0.086, 0.072, -0.297, -0.282, 0.104, 0.121, -0.132, 0.104, 0.085, 0.124, -0.068, 0.102, 0.101, -0.432, 0.105, 0.099, 0.077, 0.092, -0.033, 0.083, 0.059, -0.450, 0.068, -0.160, -0.631, 0.109, 0.111, 0.499, 0.081, -0.089, -0.649, -0.192, -0.036, -0.045, -0.006, -0.273, -0.094, 0.107, 0.086, -0.014, 0.085, 1.138, -0.055, 0.087, 0.064, -0.079, 0.087, 0.140, 0.027, -0.181, -0.099, 0.085, -0.092, -0.627, -0.079, 0.073, 0.114, -0.101, 0.122, 0.086, -0.111, -0.553, -0.180, 0.197, 0.100, 0.068, -0.688, 0.111, -0.176, 0.511, 0.102, -0.324, 1.298, -0.554, -0.097, -0.041, -0.072, 0.084, 0.030, 0.086, -0.028, 0.100, 0.086, -0.106, -0.010, 0.088, 0.067, -0.258, -0.016, 0.103, 0.121, -0.078, -0.024, 0.085, 0.196, 0.106, -0.129], "homo_energy_ev": -7.2, "multiplicity": 1, "e_tot_ev": -193699.423}